No. 1
Entry from the Open Molecules 2025 dataset: a structure of composition C21H24N3NiOSb (ωB97M-V/def2-TZVPD).

Multiplicity: 1
Frontier orbital gap (alpha / beta) (eV): 5.890 / 5.895
Net charge: 0

Each line ends with the Löwdin charge.
Positions of all 51 atoms, in Å:
Ni -0.005 -0.195 0.027  0.218
C -0.515 -0.715 -3.345  -0.035
C -1.804 -0.870 -2.600  -0.306
C -2.871 -1.548 -3.186  -0.029
C -4.075 -1.647 -2.516  -0.071
C -4.197 -1.027 -1.282  -0.135
C -3.089 -0.378 -0.759  -0.451
N -1.910 -0.326 -1.379  0.063
Sb -3.291 0.683 1.087  1.499
C -2.130 -0.653 2.292  -0.439
C -2.770 -1.360 3.297  -0.136
C -2.017 -2.197 4.107  -0.069
C -0.653 -2.258 3.899  -0.029
C -0.074 -1.511 2.876  -0.304
C 1.406 -1.556 2.659  -0.041
N -0.811 -0.740 2.065  0.057
C -1.745 2.140 0.753  -0.424
C -2.107 3.462 0.978  -0.142
C -1.171 4.466 0.782  -0.069
C 0.097 4.107 0.368  -0.028
C 0.399 2.764 0.162  -0.307
C 1.761 2.337 -0.287  -0.044
N -0.509 1.796 0.353  0.029
H -0.688 -0.763 -4.421  0.077
H 0.175 -1.510 -3.064  0.066
H -0.038 0.226 -3.082  0.072
H -2.747 -1.979 -4.171  0.110
H -4.914 -2.170 -2.958  0.105
H -5.136 -1.032 -0.743  0.083
H -3.836 -1.251 3.446  0.082
H -2.483 -2.770 4.898  0.106
H -0.020 -2.873 4.525  0.112
H 1.933 -1.617 3.611  0.081
H 1.718 -0.679 2.095  0.054
H 1.667 -2.435 2.066  0.084
H -3.113 3.696 1.302  0.076
H -1.429 5.504 0.946  0.106
H 0.862 4.853 0.199  0.109
H 2.416 3.196 -0.438  0.075
H 1.679 1.757 -1.208  0.067
H 2.198 1.661 0.450  0.074
C 1.296 -3.825 -1.245  -0.124
O 0.532 -2.705 -0.833  -0.209
C 1.082 -1.451 -0.583  -0.319
C 2.592 -1.402 -0.790  -0.115
H 1.770 -3.671 -2.219  0.082
H 0.591 -4.651 -1.329  0.085
H 2.066 -4.093 -0.516  0.085
H 3.069 -2.235 -1.309  0.049
H 3.076 -1.301 0.188  0.064
H 2.828 -0.486 -1.333  0.056

---

No. 2
Entry from the Open Molecules 2025 dataset: the ion C4H3ClN3O3P with charge -2 at a distorted geometry (ωB97M-V/def2-TZVPD).

<S²>: 2.025
Multiplicity: 3
Frontier orbital gap (alpha / beta) (eV): 4.183 / 5.205
Net charge: -2

Each line ends with the Löwdin spin population.
Positions of all 15 atoms, in Å:
C -1.188 1.461 -1.482  0.088
C -1.723 0.400 -0.800  0.000
C 0.169 1.734 -1.233  -0.003
C 0.120 0.119 0.411  0.063
N -1.088 -0.239 0.107  0.101
N 0.772 1.109 -0.282  0.064
N 0.512 -0.264 1.618  0.864
O 2.440 -2.054 1.574  0.091
O 0.668 -2.511 -0.202  0.032
O 0.051 -2.694 2.296  0.006
P 0.979 -2.175 1.248  0.011
Cl 2.104 0.694 2.123  0.678
H -1.757 1.865 -2.286  0.008
H -2.704 0.109 -1.165  -0.002
H 0.643 2.445 -1.926  -0.001